Computed, not measured: C2H3BrOS as an isolated structure at a distorted geometry, with ωB97M-V/def2-TZVPD.

Properties
Gap between HOMO and LUMO, Eh: 0.3110
Charge: 0

Geometry (Å):
C 1.6022 0.0609 0.3449
C -1.5890 -0.5829 -0.0049
O -1.9394 0.1691 -0.7980
S 1.4804 1.4887 -0.5578
Br 2.8425 -1.0727 -0.5021
H -1.6380 -1.6777 -0.0575
H -1.2826 -0.2706 1.0517
H 0.5240 1.8852 0.5236



Computed, not measured: a single C2H3BrOS molecule at a distorted geometry, with ωB97M-V/def2-TZVPD.

Properties
Expectation value of S²: 2.01
Spin multiplicity: 3
Gap between HOMO and LUMO (spin up / spin down), Eh: 0.2946 / 0.2587
Charge: 0

Geometry (Å):
C -1.6692 -0.6264 0.0015
C -0.2376 -0.2450 0.0514
O -0.0100 1.0898 0.5033
S -2.3790 -2.2119 0.0897
Br -2.8060 0.8675 -0.0301
H 0.1964 -0.2843 -0.9082
H 0.0811 -1.0708 0.5854
H -0.3280 1.7553 -0.1725



Computed, not measured: a 2-piece molecular cluster, C2H3Cl overall at a distorted geometry, with ωB97M-V/def2-TZVPD.

Properties
Gap between HOMO and LUMO (spin up / spin down), Eh: 0.2838 / 0.2797
Charge: 0

Geometry (Å):
C -0.0641 -0.2110 1.7045
C -0.3892 0.2574 -1.1533
Cl 0.1641 1.8806 -1.3777
H 0.1658 -1.3247 2.1778
H -0.0364 -0.2314 0.5635
H 0.1597 -0.3710 -1.9148



Computed, not measured: a single C2H3Cl2N molecule at a distorted geometry, with ωB97M-V/def2-TZVPD.

Properties
Gap between HOMO and LUMO (spin up / spin down), Eh: 0.3420 / 0.3420
Charge: 0

Geometry (Å):
C -0.2444 -0.8462 0.5967
C -0.2842 0.3229 -0.2439
N 0.8795 -0.0159 -0.8733
Cl -0.3607 1.8298 0.8414
Cl -1.6814 0.6007 -1.3268
H 0.4230 -0.8659 1.4897
H -0.3825 -1.7038 0.0975
H 1.6507 0.6784 -0.5812